Entry from the Open Molecules 2025 dataset: a 2-piece molecular cluster, C3H3N3O2 overall at a distorted geometry (wB97M-V/def2-TZVPD).

Each atom is followed by the atoms it is bonded to, with distances in Å.
Atoms and positions in Å:
1 C -0.363 -0.420 0.704  C2 1.337, H5 1.177, N7 1.249
2 C -1.108 -0.759 -0.353  C1 1.337, C3 1.484, H6 1.097
3 C -0.769 0.169 -1.461  C2 1.484, N8 1.672, O11 1.275
4 H 2.785 -0.090 1.407  no bonds
5 H -0.812 -0.989 1.632  C1 1.177
6 H -2.099 -1.202 -0.510  C2 1.097
7 N 0.671 0.278 0.727  C1 1.249, N9 1.398, O10 1.532
8 N 0.784 0.789 -1.463  C3 1.672, N9 1.244
9 N 1.382 0.771 -0.372  N7 1.398, N8 1.244
10 O 1.071 0.877 2.079  N7 1.532
11 O -1.543 0.575 -2.389  C3 1.275

Properties
Charge ... 0
Orbital gap ... 5.37 eV
Energy relative to the best compared isomer or geometry (same formula, charge and spin) ... 1189.1 kJ/mol
Electronic energy ... -430.468078 a.u.
HOMO ... -9.4 eV